Computed, not measured: C4H9NO2 in the gas phase, with the ωB97M-V functional and the def2-TZVPD basis.

Geometry (Å):
C (-1.26420, -0.19548, -0.32096)
C (-0.50948, 0.85879, -0.66819)
N (-0.71821, 1.61842, -1.81076)
O (0.59154, 1.21578, 0.03741)
C (1.48567, 0.10197, 0.40333)
C (1.11969, -0.52368, 1.75118)
O (1.65990, -0.84283, -0.59007)
H (-2.00275, -0.59265, -1.00110)
H (-1.18640, -0.59040, 0.68095)
H (-0.34055, 2.55529, -1.80818)
H (-1.67078, 1.57923, -2.14776)
H (2.42979, 0.63673, 0.46666)
H (0.51707, -1.43264, 1.64179)
H (0.56580, 0.18971, 2.36241)
H (2.02870, -0.81649, 2.28426)
H (0.89327, -1.43862, -0.59277)

Calculated values
SMILES   C=C(N)O[C@@H](C)O
Max |F|   0.43 eV/A
Calculated total energy   -363.0161 a.u.
2S+1   1
E_HOMO   -8.148 eV